Record 1
{"formula": "C24H29F2N3OSi", "method": "wB97M-V/def2-TZVPD", "symbols": ["H", "N", "C", "C", "C", "C", "N", "C", "C", "C", "C", "F", "F", "C", "C", "Si", "C", "C", "C", "C", "C", "C", "C", "C", "C", "C", "C", "N", "H", "H", "H", "H", "H", "H", "H", "H", "H", "H", "H", "H", "H", "H", "H", "H", "H", "H", "H", "H", "H", "H", "C", "C", "C", "O", "H", "H", "H", "H", "H", "H"], "xyz": [[9.1884, 0.0639, -0.6047], [8.5837, -0.5450, -0.0015], [7.3448, -0.5185, -0.6148], [7.1694, 0.3298, -2.0169], [5.7163, 1.1390, -2.1037], [5.0664, 1.3986, -3.5735], [3.7535, 2.0658, -3.8761], [3.1164, 2.4635, -2.5753], [1.6125, 3.1810, -2.6754], [0.7716, 3.6582, -1.3468], [-0.7409, 4.3111, -1.6341], [-1.4477, 4.6899, -0.3787], [-0.6870, 5.3970, -2.6522], [-1.6179, 3.0502, -2.2929], [-1.4871, 1.6596, -1.3892], [-3.2907, 0.9634, -1.1680], [-4.3353, 2.4430, -0.4239], [-3.9730, 0.3195, -2.8573], [-3.4221, -0.4790, 0.1071], [-3.0124, -0.1151, 1.6797], [-3.1525, -1.3361, 2.7839], [-3.6928, -2.8314, 2.3652], [-4.0673, -3.1408, 0.7957], [-3.9489, -1.9824, -0.3627], [1.3871, 3.4965, 0.1685], [2.8937, 2.7780, 0.2625], [3.7345, 2.2695, -1.0843], [5.0565, 1.6006, -0.8354], [6.4825, -1.1520, -0.0956], [7.1157, -0.4872, -2.8849], [8.0934, 1.0056, -2.2721], [5.6937, 1.0095, -4.5117], [1.1505, 3.3358, -3.7654], [-2.7239, 3.3417, -2.5415], [-1.0937, 2.7878, -3.3321], [-0.7748, 0.8892, -1.9584], [-1.0905, 1.8656, -0.2931], [-4.6296, 3.1282, -1.3346], [-5.2531, 2.0669, 0.2002], [-3.5662, 3.0441, 0.2612], [-3.2392, -0.4814, -3.3518], [-4.9984, -0.2315, -2.7212], [-4.0220, 1.2283, -3.5934], [-2.6530, 0.9716, 1.9998], [-2.8539, -1.1312, 3.9148], [-3.8071, -3.6643, 3.2104], [-4.4408, -4.2079, 0.4854], [-4.2289, -2.2092, -1.4969], [0.7684, 3.8341, 1.1125], [3.3268, 2.6542, 1.3678], [-0.6040, -5.3172, 6.0310], [-1.3029, -4.8750, 4.7732], [-1.1704, -5.7558, 3.5597], [-1.9570, -3.8340, 4.7385], [-0.7871, -4.5848, 6.8245], [-0.9948, -6.2859, 6.3522], [0.4728, -5.3803, 5.8552], [-1.5865, -6.7441, 3.7708], [-0.1189, -5.8385, 3.2737], [-1.7264, -5.3120, 2.7269]], "forces_ev_per_angstrom": [[-0.421, -0.564, 0.719], [-5.046, 0.543, -3.239], [3.992, 0.464, 1.477], [-1.720, -1.025, -0.258], [-2.492, 1.689, 0.693], [-1.817, 0.945, 1.227], [3.802, -1.673, 6.281], [-1.536, 0.813, 0.838], [0.353, 0.060, 3.328], [3.177, -0.550, -0.807], [-0.454, -2.329, -0.859], [2.241, -0.249, -3.302], [-0.189, -2.400, 3.291], [1.127, -0.099, -0.634], [0.353, 0.287, -0.140], [-0.385, -0.260, 0.381], [0.532, 0.546, -0.035], [0.277, -0.700, -1.040], [-0.099, -2.909, 2.848], [-1.628, -4.878, -0.936], [-0.793, -0.347, -3.206], [0.341, 2.984, -2.913], [1.042, 3.462, 0.884], [1.182, 0.770, 4.657], [3.311, -2.043, -3.623], [-3.031, 1.287, -1.934], [-0.406, 0.007, 0.073], [-1.455, 0.140, -6.155], [1.788, 1.632, -1.502], [0.078, 1.746, 1.793], [-1.889, -1.160, 0.863], [-1.655, 1.010, 2.246], [1.165, -0.348, 2.773], [2.160, -0.243, 0.742], [-1.159, 0.869, 2.245], [-1.446, 1.782, 1.481], [-0.564, -0.341, -2.351], [0.249, -1.135, 2.040], [1.750, 0.905, -1.319], [-1.862, -1.115, -1.357], [-1.463, 1.750, 1.110], [1.780, 1.350, -0.418], [-0.249, -1.793, 1.201], [-0.872, -2.667, -0.810], [-0.750, -0.582, -2.723], [0.364, 2.151, -2.211], [0.802, 2.308, 0.751], [0.719, 0.579, 2.844], [1.540, -0.794, -2.178], [-0.790, 0.147, -2.956], [-0.134, 0.407, 0.287], [-0.820, 1.351, -0.027], [-0.309, 0.285, -0.314], [0.840, -1.361, 0.176], [0.027, -0.155, -0.201], [0.211, -0.041, -0.085], [-0.075, -0.219, 0.015], [0.235, -0.036, 0.003], [-0.066, -0.196, 0.088], [0.137, -0.060, 0.180]], "nbo_charge": [0.319, -0.589, 0.109, -0.517, 0.184, -0.013, -0.366, 0.123, -0.198, -0.088, 0.694, -0.370, -0.362, -0.464, -0.898, 1.665, -1.130, -1.147, -0.499, -0.234, -0.216, -0.236, -0.236, -0.232, -0.215, -0.198, 0.125, -0.391, 0.218, 0.242, 0.249, 0.228, 0.258, 0.233, 0.233, 0.256, 0.252, 0.236, 0.260, 0.247, 0.245, 0.252, 0.243, 0.238, 0.241, 0.259, 0.225, 0.239, 0.264, 0.255, -0.721, 0.599, -0.725, -0.555, 0.238, 0.231, 0.232, 0.230, 0.234, 0.242], "charge": 0, "smiles": "[H]/N=C\\Cc1cnc2cc(C(F)(F)CC[Si](C)(C)c3ccccc3)ccc2n1.CC(C)=O"}

---

Record 2
{"formula": "C24H29FN4O3", "method": "wB97M-V/def2-TZVPD", "symbols": ["O", "C", "C", "C", "N", "C", "O", "C", "O", "C", "C", "C", "C", "C", "C", "N", "C", "C", "C", "N", "C", "C", "N", "C", "C", "C", "C", "C", "C", "F", "C", "C", "H", "H", "H", "H", "H", "H", "H", "H", "H", "H", "H", "H", "H", "H", "H", "H", "H", "H", "H", "H", "H", "H", "H", "H", "H", "H", "H", "H", "H"], "xyz": [[-3.2709, -1.2839, 1.3401], [-3.2901, -1.9791, 0.3436], [-4.4426, -1.9192, -0.6527], [-4.2163, -0.7294, -1.6024], [-3.9739, 0.4884, -0.8569], [-2.6815, 0.7815, -0.5584], [-1.7407, 0.1953, -1.0590], [-2.4935, 1.8683, 0.4811], [-3.4378, 2.9105, 0.4075], [-4.7272, 2.4862, 0.2641], [-5.7442, 3.3260, 0.6908], [-7.0667, 2.9458, 0.5523], [-7.3706, 1.7182, -0.0064], [-6.3610, 0.8810, -0.4505], [-5.0275, 1.2543, -0.3343], [-2.3187, -2.8586, 0.0310], [-1.0629, -2.9059, 0.7476], [0.0636, -2.2844, -0.0766], [1.3364, -2.1203, 0.7505], [2.4447, -1.6724, -0.0731], [2.3516, -0.2656, -0.4257], [3.4511, 0.0913, -1.4303], [4.7607, -0.1818, -0.8714], [5.4539, 0.7931, -0.1802], [6.1150, 0.5535, 1.0325], [6.8626, 1.5273, 1.6665], [6.9818, 2.7947, 1.1267], [6.3531, 3.0668, -0.0763], [5.6245, 2.0835, -0.7082], [5.0785, 2.4076, -1.9123], [4.8348, -1.5666, -0.4672], [3.7361, -1.9332, 0.5358], [-4.5200, -2.8397, -1.2309], [-5.3610, -1.7689, -0.0842], [-5.0691, -0.5903, -2.2692], [-3.3193, -0.9059, -2.2032], [-2.5457, 1.3674, 1.4623], [-1.5080, 2.3227, 0.3635], [-5.4726, 4.2735, 1.1278], [-7.8533, 3.6028, 0.8888], [-8.3986, 1.4058, -0.1074], [-6.6313, -0.0622, -0.8957], [-2.3337, -3.3042, -0.8730], [-0.8343, -3.9462, 1.0018], [-1.2127, -2.3389, 1.6690], [0.2889, -2.9133, -0.9401], [-0.2822, -1.3170, -0.4397], [1.6083, -3.0933, 1.1715], [1.1463, -1.4313, 1.5923], [1.3790, -0.0735, -0.8780], [2.4540, 0.3775, 0.4697], [3.3551, 1.1351, -1.7143], [3.3308, -0.5281, -2.3241], [6.0364, -0.4147, 1.5001], [7.3486, 1.2906, 2.6015], [7.5580, 3.5579, 1.6248], [6.4338, 4.0335, -0.5486], [5.8241, -1.7914, -0.0689], [4.6822, -2.1687, -1.3693], [3.8046, -2.9972, 0.7764], [3.8694, -1.3550, 1.4689]], "forces_ev_per_angstrom": [[-0.007, 0.289, 0.314], [-0.482, -0.449, -0.330], [0.134, 0.312, 0.078], [0.031, -0.241, -0.138], [-0.076, 0.006, -0.277], [0.178, 0.491, 0.021], [0.147, 0.000, 0.097], [0.412, -0.283, 0.268], [-0.279, 0.121, -0.267], [-0.299, -0.049, 0.123], [0.224, -0.143, -0.066], [-0.019, -0.013, 0.004], [-0.061, 0.019, -0.016], [0.054, 0.009, 0.028], [-0.029, 0.362, 0.194], [0.233, -0.350, -0.136], [0.249, 0.176, 0.013], [0.024, 0.047, 0.362], [-0.172, -0.145, -0.242], [0.054, -0.043, 0.115], [0.061, 0.024, -0.321], [-0.474, 0.206, 0.151], [0.061, -0.140, -0.386], [0.251, 0.320, 0.077], [-0.131, -0.050, -0.099], [0.108, 0.120, 0.080], [0.014, -0.040, 0.036], [-0.100, -0.093, -0.044], [-0.010, 0.157, 0.018], [0.078, -0.193, 0.159], [0.022, -0.182, 0.302], [0.205, -0.058, -0.158], [-0.040, -0.023, -0.018], [0.059, -0.090, 0.013], [0.083, -0.001, 0.037], [-0.236, 0.045, 0.027], [0.011, 0.065, -0.145], [-0.153, -0.163, -0.055], [0.052, 0.110, 0.066], [-0.070, 0.062, 0.036], [-0.083, -0.030, -0.012], [0.033, -0.115, -0.054], [-0.163, 0.076, 0.055], [0.005, 0.097, 0.067], [0.020, -0.137, -0.037], [0.025, -0.012, -0.070], [0.014, -0.087, -0.024], [0.030, 0.048, 0.069], [0.030, -0.045, 0.026], [-0.033, 0.066, 0.023], [-0.035, -0.018, -0.036], [0.064, -0.063, -0.022], [-0.056, 0.058, 0.007], [-0.056, -0.092, 0.002], [0.034, -0.028, 0.070], [0.055, 0.075, 0.043], [-0.016, 0.079, -0.082], [-0.021, -0.009, -0.044], [0.041, -0.041, 0.087], [0.008, 0.030, 0.034], [-0.004, -0.048, -0.019]], "nbo_charge": [-0.648, 0.689, -0.503, -0.216, -0.450, 0.688, -0.631, -0.161, -0.475, 0.259, -0.239, -0.212, -0.220, -0.252, 0.165, -0.601, -0.227, -0.420, -0.208, -0.445, -0.245, -0.217, -0.424, 0.095, -0.209, -0.223, -0.236, -0.261, 0.354, -0.335, -0.219, -0.234, 0.215, 0.234, 0.212, 0.243, 0.214, 0.220, 0.228, 0.217, 0.215, 0.211, 0.389, 0.189, 0.231, 0.197, 0.242, 0.190, 0.167, 0.219, 0.164, 0.228, 0.198, 0.203, 0.212, 0.215, 0.228, 0.210, 0.205, 0.202, 0.164], "charge": 0, "de_lowest_kcal_mol": 47.0, "smiles": "O=C(CCN1C(=O)COc2ccccc21)NCCCN1CCN(c2ccccc2F)CC1"}

---

no.,largest force on an atom (eV/Å),electronic energy (eV)
1,7.53,-45167.2999
2,0.74,-40179.8341